A molecular structure, C42H63BClN8O5S4Sr, computed with ωB97M-V/def2-TZVPD.

```
125
Properties=species:S:1:pos:R:3:forces:R:3:lowdin_charge:R:1
Sr 1.03717 0.43349 -0.53998 -0.2 0.0 0.4 1.320
Cl 3.71020 2.80389 -4.61032 0.0 0.0 0.0 0.572
S -1.61251 -0.65465 -2.07931 0.1 -0.1 0.0 0.689
S 0.33787 2.50674 1.90505 0.2 0.2 -0.1 0.701
S -2.30883 0.11495 0.99575 0.0 0.1 -0.1 0.957
S 0.47318 -1.02956 2.59785 0.0 -0.1 -0.1 0.718
O 1.61114 -1.82270 -1.84969 0.2 0.2 0.1 -0.124
O 2.09132 1.13746 -2.70520 -0.1 0.0 0.1 -0.182
O -0.95683 2.31339 -0.94089 0.2 -0.1 -0.1 -0.181
O 2.40755 2.54752 -1.01420 -0.1 -0.1 -0.1 -0.133
O 3.16869 -0.41730 0.41518 -0.2 0.1 -0.2 -0.148
N -2.85384 -2.31385 -0.39891 0.1 0.0 0.0 -0.020
N -3.67973 -3.29242 0.00708 0.0 0.0 0.0 0.195
N -2.63132 -3.01988 2.95622 0.0 0.0 0.0 0.222
N -0.54235 -2.48793 0.60275 0.0 0.0 0.0 0.030
N 5.30386 0.41361 0.23325 -0.1 0.1 0.0 0.058
N -0.56765 -3.47503 -0.32682 0.0 0.0 0.0 0.178
N -2.53552 -1.98690 2.14359 0.0 0.1 -0.1 -0.018
N 6.19760 1.09023 1.05116 0.0 0.0 0.0 -0.060
C 4.23342 0.98115 2.11121 0.0 0.0 0.0 0.080
C -3.45724 -1.43374 4.53497 0.0 0.0 0.0 0.086
C 0.42279 -4.29671 -0.41911 0.0 0.0 0.0 -0.217
C 2.79450 3.38322 -3.19726 0.1 0.0 0.0 -0.487
C 0.67887 2.27824 3.65836 -0.1 0.0 -0.1 -0.403
C 1.53803 -4.19359 0.45883 0.0 0.0 0.0 0.063
C 7.17566 1.94836 0.39336 0.0 0.0 0.0 0.014
C 1.58978 -3.21544 1.39059 0.1 0.0 0.1 -0.244
C 6.57701 -1.96862 -2.96640 0.0 0.0 0.0 -0.074
C 1.58366 -5.37902 -2.34265 0.0 0.0 0.0 -0.035
C -3.09519 -2.75507 4.15646 0.0 0.0 0.0 -0.185
C 2.41727 2.26358 -2.24171 0.0 -0.1 0.1 -0.780
C -4.69638 -4.04786 5.54603 0.0 0.0 0.0 -0.033
C 0.23220 -6.74330 -0.72446 0.0 0.0 0.0 -0.032
C -2.81110 -0.72172 2.42373 0.0 -0.1 0.1 -0.505
C -3.60742 -2.44837 -2.63597 0.0 0.1 -0.1 -0.243
C 7.25578 -2.01927 -1.75568 0.0 0.0 0.0 -0.069
C 6.13078 2.36871 3.17157 0.0 0.0 0.0 -0.004
C -4.44393 -3.43272 -2.22398 0.0 0.0 0.1 0.061
C 1.35668 3.96564 1.59366 -0.1 -0.1 0.1 -0.373
C -3.32295 -0.37246 3.68315 0.0 0.1 0.0 -0.201
C -4.45993 -3.85227 -0.86682 0.0 0.0 0.0 -0.209
C 0.32921 -5.39871 -1.46050 0.0 0.0 0.0 -0.539
C -0.90761 -5.20910 -2.33694 0.0 0.0 0.0 -0.043
C 6.83902 -1.23515 -0.69050 0.0 0.0 0.0 -0.017
C 2.73024 -3.08609 2.34599 0.0 0.0 0.0 -0.058
C -2.36553 -3.59405 6.37541 0.0 0.0 0.0 -0.035
C -5.37489 -4.96890 -0.39430 0.0 0.0 0.0 -0.549
C -2.73547 -1.85699 -1.65837 -0.1 -0.1 0.0 -0.624
C 4.10034 0.27500 0.87638 0.1 -0.2 -0.1 -0.410
C -5.16339 -5.25185 1.09202 0.0 0.0 0.0 -0.063
C -3.63786 1.05172 4.00909 0.0 0.0 0.0 -0.012
C -5.05830 -6.23720 -1.19908 0.0 0.0 0.0 -0.035
C 5.75245 -0.38668 -0.85453 0.0 -0.1 0.0 -0.195
C 5.49841 1.48353 2.15623 0.0 0.0 0.1 -0.253
C -3.55044 -1.99331 -4.05736 0.0 0.0 0.0 -0.062
C 5.07365 -0.31857 -2.06227 0.0 0.0 0.0 -0.001
C 0.48449 -2.28797 1.47817 -0.1 0.0 -0.1 -0.648
C -2.74463 -5.21410 4.51265 0.0 0.0 0.0 -0.050
C 5.48664 -1.12199 -3.11524 0.0 0.0 0.0 -0.057
C -6.83091 -4.54923 -0.63487 0.0 0.0 0.0 -0.035
C -3.22239 -3.90559 5.13947 0.0 0.0 0.0 -0.552
B -1.92712 -1.81785 0.71089 -0.1 0.0 0.1 -0.836
H 1.66472 -4.43033 -2.87447 0.0 0.0 0.0 0.079
H 1.74470 2.13190 3.82601 0.0 0.0 0.0 0.026
H -4.80125 -4.86715 6.25824 0.0 0.0 0.0 0.093
H 7.12016 2.00782 3.45165 0.0 0.0 0.0 0.092
H -2.55707 -2.17088 -4.47210 0.0 0.0 0.0 0.081
H -0.87899 -4.24626 -2.85110 0.0 0.0 0.0 0.085
H -4.29162 -2.51657 -4.65849 0.0 0.0 0.0 0.085
H 7.95177 2.20501 1.10924 0.0 0.0 0.0 0.095
H -0.94491 -6.00463 -3.08319 0.0 0.0 0.0 0.093
H 1.27408 4.19455 0.53420 0.0 0.0 0.0 0.027
H 7.63024 1.40122 -0.42784 0.0 0.0 0.0 0.089
H 2.37270 -3.15831 3.37406 0.0 0.0 0.0 0.082
H -5.23501 -6.10072 -2.26715 0.0 0.0 0.0 0.082
H 1.52833 -6.18447 -3.07650 0.0 0.0 0.0 0.092
H -7.02927 -4.35325 -1.68993 0.0 0.0 0.0 0.081
H 3.19228 -2.10518 2.23799 0.0 0.0 0.0 0.058
H -2.70533 -2.69669 6.89536 0.0 0.0 0.0 0.080
H 2.34654 -4.91042 0.38893 0.0 0.0 0.0 0.127
H -1.82193 -5.24330 -1.74272 0.0 0.0 0.0 0.067
H -3.72333 -0.91864 -4.12138 0.0 0.0 0.0 0.081
H 0.13787 1.39320 3.98666 0.0 0.0 0.0 -0.003
H -4.51469 1.38095 3.44805 0.0 0.0 0.0 0.100
H -7.50356 -5.34566 -0.31310 0.0 0.0 0.0 0.091
H 4.96592 -1.06333 -4.06241 0.0 0.0 0.0 0.114
H 6.71111 2.85851 0.00641 0.0 0.0 0.0 0.107
H -3.82756 -1.26158 5.53808 0.0 0.0 0.0 0.129
H 2.57333 -1.82607 -1.71990 -0.1 0.0 0.0 0.051
H 2.49532 -5.52558 -1.76093 0.0 0.0 0.0 0.080
H 8.10690 -2.67607 -1.63480 0.0 0.0 0.0 0.108
H -7.07277 -3.64810 -0.06833 0.0 0.0 0.0 0.093
H -5.07961 -3.14307 6.02117 0.0 0.0 0.0 0.081
H 6.90452 -2.58272 -3.79468 0.0 0.0 0.0 0.107
H 3.39527 4.12219 -2.67866 0.0 0.0 0.0 0.076
H -2.42426 -4.42541 7.07893 0.0 0.0 0.0 0.092
H -5.69550 -7.05528 -0.86023 0.0 0.0 0.0 0.092
H -3.83516 1.18403 5.07063 0.0 0.0 0.0 0.090
H 3.47124 -3.86299 2.16323 0.0 0.0 0.0 0.087
H -1.31967 -3.45448 6.09598 0.0 0.0 0.0 0.093
H 1.00441 4.80130 2.19560 0.0 0.0 0.0 0.043
H -4.01716 -6.53570 -1.05967 0.0 0.0 0.0 0.083
H 7.34854 -1.27870 0.26431 0.0 0.0 0.0 0.121
H -5.82320 -6.06498 1.39903 0.0 0.0 0.0 0.091
H 6.23885 3.38394 2.78411 0.0 0.0 0.0 0.094
H 1.47880 -1.51205 -2.75564 0.0 0.0 0.0 0.057
H 1.11443 -6.93210 -0.10966 0.0 0.0 0.0 0.083
H 1.87853 3.84578 -3.56107 0.0 0.0 0.0 0.086
H -2.84957 -6.01526 5.24532 0.0 0.0 0.0 0.092
H 2.39984 3.74207 1.81320 0.0 0.0 0.0 0.036
H -5.31734 -4.27009 4.67610 0.0 0.0 0.0 0.087
H -1.39411 2.68730 -0.16649 0.0 0.0 0.0 0.004
H -5.10185 -3.91096 -2.93857 0.0 0.0 0.0 0.126
H -3.33295 -5.46781 3.63099 0.0 0.0 0.0 0.067
H -4.13131 -5.54016 1.29457 0.0 0.0 0.0 0.075
H 3.47328 1.03017 2.87165 0.0 0.0 0.0 0.107
H 0.14873 -7.55677 -1.44689 0.0 0.0 0.0 0.091
H -1.69877 -5.15209 4.21151 0.0 0.0 0.0 0.086
H -2.80510 1.69424 3.71577 0.0 0.0 0.0 0.082
H 5.50975 2.40917 4.06291 0.0 0.0 0.0 0.088
H -1.65921 1.92096 -1.47799 0.0 0.0 0.0 -0.001
H -5.38613 -4.37244 1.69796 0.0 0.0 0.0 0.077
H -0.64704 -6.76534 -0.07736 0.0 0.0 0.0 0.090
H 4.23496 0.35444 -2.17866 0.0 0.0 0.0 0.096
H 0.33363 3.14852 4.21403 0.0 0.0 0.0 0.044
```
Forces are in eV/Å.

Calculated total energy in eV: -124113.991
LUMO in Ha: -0.0893
HOMO level in eV: -10.19
Total charge: +1
Max |F| in eV/A: 0.50
HOMO-LUMO gap in eV: 7.763
ΔE to the lowest compared entry with this formula, charge and spin in kcal/mol: 0.0